# C7H11NO3

One molecule with the formula C7H11NO3 at a distorted geometry (wB97M-V/def2-TZVPD, the Open Molecules 2025 dataset).

Orbital gap = 9.35 eV
HOMO = -8.587 eV
LUMO = 0.8 eV
Relative energy (zero: lowest compared OMol25 entry of this formula, charge and spin) = 5.622 eV
Maximum force = 4.34 eV/Å
Multiplicity = 1
DFT total energy = -15065.0210 eV
SMILES = [O-]/[N+](O)=C(\O)C[C@@H]1C=CCC1

Cartesian coordinates (Å):
C 1.07 -0.22 1.22
C 1.18 1.04 0.36
C -1.08 0.81 0.76
C -0.84 -1.55 -0.20
C -0.47 -0.54 1.08
C -0.15 1.65 0.34
C -0.12 -0.94 -1.39
N -0.62 -0.11 -2.24
O 0.13 0.18 -3.31
O -1.97 0.20 -2.23
O 1.17 -1.32 -1.64
H 1.79 -1.02 0.99
H 1.25 -0.03 2.22
H 1.97 1.70 0.69
H 1.48 0.64 -0.58
H -2.16 0.52 -3.11
H -2.13 0.87 0.62
H -0.68 -2.59 0.02
H -1.80 -1.46 -0.51
H -0.94 -0.93 1.97
H -0.02 2.79 0.22
H 1.37 -0.83 -2.47